{"formula": "C20H38IN3O5S", "method": "ωB97M-V/def2-TZVPD", "symbols": ["C", "C", "O", "O", "C", "C", "C", "C", "O", "C", "N", "C", "S", "C", "C", "C", "C", "N", "N", "I", "H", "H", "H", "H", "H", "H", "H", "H", "H", "H", "H", "H", "H", "H", "H", "H", "H", "H", "H", "H", "H", "H", "C", "C", "C", "O", "C", "H", "H", "H", "H", "H", "H", "H", "H", "C", "C", "C", "O", "C", "H", "H", "H", "H", "H", "H", "H", "H"], "coordinates": [[2.7858, 2.5478, 1.1764], [3.3648, 1.8951, -0.0449], [4.5469, 1.9157, -0.2773], [2.5397, 1.1911, -0.8546], [1.2198, 1.7083, -1.0333], [0.5150, 0.9587, -2.1248], [-0.9664, 1.3477, -2.1215], [-1.8714, 0.2962, -1.4870], [-2.3895, 0.7562, -0.2483], [-3.6821, 0.3601, 0.0687], [-3.6317, -0.3945, 1.3577], [-2.7793, -1.2553, 1.4781], [-1.6091, -2.2853, 1.6014], [-4.6580, 1.5476, 0.1915], [-4.4974, 2.2711, 1.5156], [-4.3166, 2.5214, -0.9486], [-5.3562, 3.6149, -1.1678], [-4.8690, 4.6845, -2.0644], [-6.0423, 1.1247, -0.0634], [-7.0509, 0.2360, 1.5025], [3.5235, 3.2405, 1.5443], [2.6065, 1.7845, 1.9223], [1.8651, 3.0854, 1.0015], [0.6348, 1.6268, -0.1209], [1.2735, 2.7649, -1.2792], [0.9729, 1.1896, -3.0775], [0.6207, -0.1088, -1.9718], [-1.1214, 2.3034, -1.6374], [-1.2780, 1.4944, -3.1483], [-1.2951, -0.6130, -1.3406], [-2.6704, 0.0602, -2.1809], [-4.0775, -0.3436, -0.6599], [-3.7380, 3.0341, 1.4121], [-4.2009, 1.6141, 2.3200], [-5.4112, 2.7730, 1.8005], [-3.3707, 3.0008, -0.7423], [-4.2019, 1.9799, -1.8878], [-5.6213, 4.0740, -0.2258], [-6.2339, 3.2153, -1.6486], [-4.5372, 4.2346, -2.9105], [-4.0245, 5.0740, -1.6604], [-6.0463, 0.4183, -0.7888], [4.1286, -2.6491, -2.9797], [4.2722, -2.8371, -1.4701], [3.0356, -3.6670, -1.1478], [2.7647, -4.4580, -2.3065], [3.5510, -3.9942, -3.4044], [5.0636, -2.4130, -3.4845], [3.4159, -1.8482, -3.1904], [5.1776, -3.4058, -1.2472], [4.3119, -1.9022, -0.9132], [2.1682, -3.0245, -0.9551], [3.1741, -4.3228, -0.2880], [4.3459, -4.7226, -3.5992], [2.9198, -3.9279, -4.2913], [2.8381, -2.2651, 4.7651], [3.8168, -1.7194, 3.7263], [3.2556, -2.3084, 2.4378], [1.8437, -2.4292, 2.6271], [1.5184, -2.2160, 4.0022], [2.8123, -1.6904, 5.6894], [3.0918, -3.2976, 5.0127], [3.7614, -0.6309, 3.7005], [4.8535, -1.9995, 3.9018], [3.6652, -3.3075, 2.2526], [3.4467, -1.6876, 1.5608], [1.0336, -1.2380, 4.1013], [0.8132, -2.9827, 4.3236]], "forces_ev_per_a": [[0.02, 0.20, -0.17], [0.83, -0.07, -0.15], [-0.48, -0.19, 0.07], [-0.01, 0.21, -0.14], [-0.08, -0.20, 0.36], [-0.09, 0.28, 0.00], [0.12, -0.36, -0.43], [0.25, 0.18, -0.20], [0.07, 0.32, -0.14], [-0.11, -0.26, 1.12], [0.63, -0.89, -0.47], [-0.36, 0.71, -0.04], [-0.16, -0.03, 0.17], [0.38, 0.12, -0.27], [-0.03, 0.21, 0.02], [-0.59, 0.06, -0.20], [0.55, 0.42, -0.59], [0.22, -0.35, 0.23], [-0.16, -0.08, 0.54], [0.01, -0.05, -0.11], [0.24, 0.15, 0.21], [-0.12, -0.23, 0.20], [-0.25, 0.03, -0.06], [-0.01, -0.16, 0.32], [0.04, 0.26, -0.14], [0.17, 0.05, -0.25], [0.10, -0.25, 0.07], [-0.05, 0.24, 0.25], [-0.15, 0.03, -0.26], [-0.01, -0.30, 0.23], [-0.39, -0.05, -0.01], [-0.01, -0.08, -0.39], [0.28, 0.16, 0.03], [-0.06, -0.22, 0.16], [-0.30, 0.11, 0.04], [0.38, -0.02, 0.12], [0.07, -0.18, -0.21], [-0.29, 0.06, 0.24], [-0.44, -0.19, 0.21], [-0.12, 0.08, -0.25], [0.01, 0.23, 0.08], [-0.05, -0.05, -0.15], [-0.09, 0.04, 0.03], [0.03, -0.07, -0.04], [-0.09, 0.14, -0.01], [0.01, -0.01, 0.00], [0.10, -0.02, 0.06], [0.02, -0.01, 0.01], [0.01, 0.01, 0.01], [0.01, -0.01, 0.00], [-0.02, 0.03, -0.03], [0.04, 0.01, 0.07], [-0.03, -0.06, -0.02], [0.02, 0.03, -0.04], [-0.03, -0.02, 0.01], [0.01, -0.07, -0.05], [-0.12, 0.04, 0.00], [0.00, -0.14, 0.02], [0.01, 0.04, 0.00], [0.05, 0.08, -0.01], [0.00, 0.02, 0.00], [-0.01, -0.01, 0.01], [0.01, 0.08, -0.02], [0.01, -0.04, 0.01], [0.06, 0.03, -0.03], [-0.03, 0.00, -0.01], [0.01, -0.01, 0.05], [-0.03, -0.01, -0.04]], "gap_ev": 8.769, "smiles": "CC(=O)OCCCCO[C@@H](N=C=S)[C@@](C)(CCN)NI.C1CCOC1.C1CCOC1", "e_tot_ev": -54997.567, "lumo_ev": -0.06}

***

{"formula": "C27H40InN6O4SSeSi", "method": "ωB97M-V/def2-TZVPD", "symbols": ["In", "N", "C", "N", "C", "N", "N", "C", "N", "C", "C", "C", "C", "C", "N", "H", "H", "H", "H", "H", "H", "H", "H", "Se", "C", "C", "C", "C", "C", "C", "H", "H", "H", "H", "H", "C", "C", "C", "C", "O", "Si", "O", "O", "C", "C", "C", "C", "O", "C", "C", "C", "C", "H", "H", "H", "H", "H", "H", "H", "H", "H", "H", "H", "H", "H", "H", "H", "H", "H", "H", "H", "H", "H", "H", "H", "H", "H", "H", "H", "S", "C"], "coordinates": [[0.6099, -0.0955, 0.0953], [0.2701, 0.0859, 3.6619], [0.0804, 1.3237, 3.2225], [0.2866, 2.3506, 4.0419], [0.0780, 3.5536, 3.5186], [0.2219, 4.6224, 4.3159], [-0.3085, 3.7860, 2.2540], [-0.4662, 2.7035, 1.5181], [-0.3136, 1.4588, 1.9405], [-0.8460, 2.8886, 0.1122], [-1.3597, 4.1010, -0.3379], [-1.7063, 4.2151, -1.6744], [-1.5205, 3.1213, -2.5062], [-0.9624, 1.9642, -1.9787], [-0.6417, 1.8604, -0.7029], [0.5256, -0.0641, 4.6211], [0.0571, -0.6794, 3.0274], [0.6848, 4.4865, 5.1980], [0.2038, 5.5322, 3.8877], [-1.4760, 4.9112, 0.3638], [-2.0933, 5.1449, -2.0655], [-1.7957, 3.1614, -3.5480], [-0.7431, 1.0934, -2.5816], [2.9322, 1.1438, 0.7112], [4.0300, -0.4289, 0.6839], [5.3042, -0.3409, 0.1377], [6.1603, -1.4245, 0.1913], [5.7519, -2.6088, 0.7827], [4.4712, -2.7077, 1.3051], [3.6108, -1.6234, 1.2595], [5.6166, 0.5889, -0.3156], [7.1538, -1.3444, -0.2220], [6.4225, -3.4547, 0.8345], [4.1443, -3.6303, 1.7661], [2.6127, -1.6982, 1.6866], [-1.6823, -1.5570, -5.8831], [-1.9035, -2.1527, -4.4890], [-2.7215, -1.1795, -3.6422], [-2.6331, -3.4994, -4.5844], [-0.6583, -2.4096, -3.8838], [0.4257, -1.4297, -3.1548], [-0.0607, -1.0412, -1.6876], [1.8512, -2.2209, -3.1974], [2.1306, -3.5831, -2.9630], [1.2954, -4.1146, -1.8011], [1.8191, -4.3925, -4.2261], [3.6257, -3.6603, -2.6354], [0.6000, -0.0733, -4.0661], [1.7592, 0.6923, -4.3251], [2.6042, -0.0217, -5.3826], [1.2835, 2.0483, -4.8620], [2.5834, 0.8965, -3.0553], [-2.6366, -1.3269, -6.3525], [-1.1353, -2.2569, -6.5102], [-1.0919, -0.6501, -5.7841], [-3.7337, -1.0962, -4.0309], [-2.2437, -0.2042, -3.6501], [-2.7492, -1.5346, -2.6154], [-3.6015, -3.3746, -5.0618], [-2.7754, -3.8981, -3.5841], [-2.0437, -4.2100, -5.1587], [0.2440, -4.0333, -2.0584], [1.4741, -3.5117, -0.9124], [1.5429, -5.1518, -1.5924], [0.7803, -4.2267, -4.4927], [1.9928, -5.4531, -4.0579], [2.4449, -4.0602, -5.0502], [3.8395, -3.0656, -1.7499], [4.2049, -3.2563, -3.4621], [3.9227, -4.6912, -2.4629], [2.0459, -0.1021, -6.3122], [2.8181, -1.0232, -5.0233], [3.5349, 0.5122, -5.5602], [0.6003, 1.8926, -5.6916], [2.1272, 2.6398, -5.2049], [0.7642, 2.6097, -4.0912], [2.9326, -0.0700, -2.6951], [1.9622, 1.3582, -2.2834], [3.4337, 1.5438, -3.2588], [-1.8886, -2.1052, 0.6851], [-0.5752, -1.7370, 1.4129]], "forces_ev_per_a": [[-0.46, -0.12, -0.04], [-0.02, -0.05, 0.01], [0.08, 0.23, 0.15], [0.11, 0.09, 0.36], [-0.20, -0.51, -0.05], [0.16, 0.19, 0.11], [-0.09, 0.35, -0.35], [0.13, 0.01, 0.98], [0.10, -0.22, -0.71], [-0.18, 0.69, -0.47], [0.05, -0.26, 0.10], [0.12, -0.23, -0.05], [-0.03, 0.07, 0.15], [-0.21, 0.01, -0.56], [0.47, -0.67, 0.44], [0.02, 0.00, -0.04], [0.05, -0.22, 0.22], [-0.07, 0.07, -0.02], [0.03, -0.06, 0.07], [0.01, 0.03, 0.03], [-0.09, 0.02, 0.01], [0.05, -0.03, -0.12], [-0.04, 0.04, -0.10], [-1.07, -0.58, -0.33], [-0.08, 0.04, 0.02], [-0.13, 0.19, 0.01], [0.11, -0.14, 0.05], [-0.03, -0.08, -0.01], [-0.01, -0.10, 0.04], [-0.14, 0.03, 0.05], [0.07, 0.03, -0.06], [0.11, 0.02, -0.07], [0.04, -0.03, -0.02], [-0.03, -0.03, -0.01], [0.14, -0.03, 0.01], [0.05, -0.15, 0.31], [-0.71, -0.03, -0.42], [0.21, -0.29, -0.01], [0.27, 0.39, 0.07], [0.27, -0.12, 0.02], [0.00, -0.04, 0.03], [0.44, 0.72, 1.03], [0.05, 0.42, -0.08], [0.49, -0.85, 0.06], [0.16, 0.32, -0.11], [0.02, 0.28, 0.19], [-0.42, 0.10, -0.05], [-0.36, -0.07, -0.03], [0.59, 0.59, -0.39], [-0.27, 0.01, 0.21], [0.07, -0.37, 0.12], [-0.44, -0.12, -0.14], [-0.08, 0.03, -0.07], [0.05, -0.09, -0.09], [0.01, 0.13, -0.09], [-0.09, 0.09, -0.02], [-0.02, 0.24, -0.01], [-0.09, -0.01, 0.16], [-0.12, -0.01, -0.06], [-0.07, -0.10, 0.13], [0.08, -0.05, -0.08], [-0.24, -0.11, 0.05], [0.04, 0.00, 0.16], [0.00, -0.12, 0.04], [-0.13, -0.11, -0.09], [0.02, -0.10, 0.02], [0.11, 0.05, -0.12], [0.05, 0.02, 0.16], [0.07, 0.02, -0.12], [0.08, -0.12, 0.05], [-0.04, 0.02, -0.15], [0.17, -0.11, -0.03], [0.08, 0.05, -0.06], [-0.09, -0.02, -0.18], [0.13, 0.09, -0.06], [-0.06, 0.08, 0.15], [0.16, 0.01, 0.12], [0.12, 0.07, -0.01], [0.09, 0.04, 0.08], [-0.64, -0.37, -0.13], [1.00, 0.91, -0.38]], "gap_ev": [5.942, 7.255], "multiplicity": 2, "s_squared": 0.76, "e_tot_ev": -135019.047, "lumo_ev": [-0.55, -0.65]}